# 1
ORCA calculation (ωB97M-V with the def2-TZVPD basis set) on a cluster of 2 separate species, C5H14 in total in a non-equilibrium geometry.

## Properties
HOMO energy, eV: -11.26
SMILES: CCC.CC
LUMO level, eV: 1.14
Energy relative to the best compared isomer or geometry (same formula, charge and spin), kJ/mol: 57.2
E, eV: -5411.4571

The geometry in XYZ format:
```
19
Properties=species:S:1:pos:R:3:lowdin_charge:R:1
H -1.080 2.344 1.665 0.07
H -2.224 3.574 1.167 0.07
H 0.521 1.265 -0.027 0.07
H -0.241 3.352 -0.332 0.10
H -1.737 2.787 -1.234 0.08
H 0.248 -1.966 0.552 0.05
H 2.855 -3.418 0.092 0.06
H 0.257 1.331 -1.585 0.06
C 0.825 -2.886 0.522 -0.16
C -1.048 2.630 -0.432 -0.31
H 1.120 -3.209 1.505 0.05
H 2.367 -1.951 -0.796 0.06
C 2.034 -2.919 -0.419 -0.16
H 0.124 -3.676 0.269 0.06
C -0.362 1.271 -0.679 -0.14
H 1.845 -3.470 -1.330 0.05
C -1.812 2.594 0.895 -0.13
H -2.678 1.942 0.894 0.07
H -1.013 0.405 -0.727 0.07
```


# 2
ORCA calculation (ωB97M-V with the def2-TZVPD basis set) on a cluster of 2 separate species, C5H14 in total in a non-equilibrium geometry.

## Properties
HOMO energy, eV: -11.36
SMILES: CCC.CC
LUMO level, eV: 1.14
Energy relative to the best compared isomer or geometry (same formula, charge and spin), kJ/mol: 23.0
E, eV: -5411.8111

The geometry in XYZ format:
```
19
Properties=species:S:1:pos:R:3:lowdin_charge:R:1
H -1.185 -1.980 -1.454 0.06
H -1.728 -1.804 1.065 0.05
H 0.516 0.299 0.950 0.07
H -1.140 0.954 0.592 0.06
C 1.883 2.447 -0.197 -0.14
C -0.683 -2.619 -0.732 -0.17
H -1.221 -3.402 1.309 0.06
C -0.093 1.185 0.781 -0.13
H 2.618 1.634 -0.110 0.07
H 0.289 -2.180 -0.494 0.05
H 2.308 3.061 -0.995 0.07
C -1.557 -2.741 0.513 -0.18
H -0.127 1.820 1.670 0.07
H -2.559 -2.970 0.154 0.06
H 0.457 1.210 -1.252 0.10
H 1.982 2.999 0.737 0.07
C 0.503 1.930 -0.432 -0.33
H -0.450 -3.609 -1.123 0.06
H -0.204 2.721 -0.698 0.10
```


# 3
ORCA calculation (ωB97M-V with the def2-TZVPD basis set) on a cluster of 2 separate species, C5H14 in total in a non-equilibrium geometry.

## Properties
HOMO energy, eV: -11.13
SMILES: CCC.CC
LUMO level, eV: 1.17
Energy relative to the best compared isomer or geometry (same formula, charge and spin), kJ/mol: 92.3
E, eV: -5411.0930

The geometry in XYZ format:
```
19
Properties=species:S:1:pos:R:3:lowdin_charge:R:1
H 3.071 -0.616 -1.049 0.06
H -1.140 -1.068 -0.390 0.05
H -2.910 1.887 0.217 0.07
C -1.917 1.470 0.361 -0.18
H 0.877 -1.058 -2.118 0.09
H -1.353 1.729 -0.553 0.06
H 0.163 -1.981 0.658 0.07
H -1.656 1.813 2.394 0.06
H -0.335 -2.419 -0.898 0.06
H -0.053 1.390 1.663 0.06
C 0.891 -0.696 -1.088 -0.29
C -0.141 -1.544 -0.277 -0.13
H -0.648 2.892 1.389 0.06
H 2.365 -2.226 -0.706 0.08
C 2.263 -1.135 -0.573 -0.14
C -1.018 1.878 1.507 -0.17
H 2.303 -1.019 0.509 0.06
H -1.943 0.384 0.292 0.02
H 0.553 0.344 -1.003 0.08
```


# 4
ORCA calculation (ωB97M-V with the def2-TZVPD basis set) on a cluster of 2 separate species, C5H14 in total.

## Properties
HOMO energy, eV: -11.49
SMILES: CCC.CC
LUMO level, eV: 1.15
Energy relative to the best compared isomer or geometry (same formula, charge and spin), kJ/mol: 10.1
E, eV: -5411.9452

The geometry in XYZ format:
```
19
Properties=species:S:1:pos:R:3:lowdin_charge:R:1
H -1.541 -2.299 -1.536 0.06
H 1.196 1.612 1.768 0.06
C 1.978 0.858 1.670 -0.18
H 2.171 0.711 0.608 0.05
H 0.036 1.104 -0.620 0.05
H -0.862 1.979 -1.834 0.07
H -0.440 -0.474 -2.630 0.10
C -1.241 -0.158 -1.959 -0.32
H 2.877 1.225 2.162 0.06
H -1.723 1.302 -0.491 0.07
H 0.655 -0.867 1.772 0.04
C -1.538 -1.342 -1.021 -0.12
C -0.896 1.100 -1.181 -0.13
H -0.797 -1.414 -0.217 0.05
H 2.307 -1.229 2.096 0.06
C 1.537 -0.474 2.282 -0.17
H -2.138 0.040 -2.545 0.10
H 1.365 -0.425 3.354 0.06
H -2.472 -1.138 -0.490 0.07
```


# 5
ORCA calculation (ωB97M-V with the def2-TZVPD basis set) on a cluster of 2 separate species, C5H14 in total in a non-equilibrium geometry.

## Properties
HOMO energy, eV: -10.86
SMILES: CCC.CC
LUMO level, eV: 1.05
Energy relative to the best compared isomer or geometry (same formula, charge and spin), kJ/mol: 158.6
E, eV: -5410.4063

The geometry in XYZ format:
```
19
Properties=species:S:1:pos:R:3:lowdin_charge:R:1
H 0.078 4.051 1.282 0.08
H 0.329 1.522 -0.153 0.04
H 1.554 2.699 0.009 0.02
H -1.851 -2.505 -0.954 0.04
H 0.315 -0.389 -1.277 0.05
C 0.547 2.574 0.061 -0.16
H -1.285 2.774 1.559 0.07
C 0.261 -2.102 -0.168 -0.35
C -1.338 -2.290 -0.032 -0.09
C -0.178 2.932 1.414 -0.15
H 0.171 2.425 2.275 0.03
H 0.699 -1.711 0.778 0.11
C 0.735 -1.365 -1.298 -0.15
H 0.288 3.190 -0.809 0.07
H 1.794 -1.397 -1.452 0.08
H -1.613 -2.983 0.786 0.06
H 0.398 -1.904 -2.143 0.07
H -1.731 -1.215 0.269 0.09
H 0.695 -3.047 -0.033 0.07
```


# 6
ORCA calculation (ωB97M-V with the def2-TZVPD basis set) on a cluster of 2 separate species, C5H14 in total in a non-equilibrium geometry.

## Properties
HOMO energy, eV: -10.58
SMILES: CCC.CC
LUMO level, eV: 1.11
Energy relative to the best compared isomer or geometry (same formula, charge and spin), kJ/mol: 195.1
E, eV: -5410.0280

The geometry in XYZ format:
```
19
Properties=species:S:1:pos:R:3:lowdin_charge:R:1
C -2.011 -0.017 0.432 -0.22
H 2.194 -0.750 -2.138 0.10
H 2.912 0.503 -1.241 0.13
H 1.092 0.950 -2.617 0.09
H -2.981 -0.857 2.284 0.13
H -2.020 0.900 0.009 0.04
C 0.915 0.766 -1.536 -0.14
H -1.037 -0.451 0.142 0.04
H -2.607 -0.567 -0.206 0.06
C 1.775 -0.834 0.178 -0.11
C -2.324 0.075 1.822 -0.19
H 2.277 -0.103 0.931 0.12
H -2.916 0.926 2.148 0.05
H -0.058 0.400 -1.350 0.02
H 1.057 1.622 -0.928 0.06
H -1.335 0.247 2.373 0.09
H 2.329 -1.677 0.481 0.05
C 1.993 -0.248 -1.170 -0.34
H 0.744 -0.884 0.386 0.02
```


# 7
ORCA calculation (ωB97M-V with the def2-TZVPD basis set) on a cluster of 2 separate species, C5H14 in total in a non-equilibrium geometry.

## Properties
HOMO energy, eV: -11.20
SMILES: CCC.CC
LUMO level, eV: 1.04
Energy relative to the best compared isomer or geometry (same formula, charge and spin), kJ/mol: 160.0
E, eV: -5410.3918

The geometry in XYZ format:
```
19
Properties=species:S:1:pos:R:3:lowdin_charge:R:1
C -1.397 -2.560 2.253 -0.13
H 1.965 1.650 0.128 0.07
C 1.048 1.790 -1.889 -0.29
H 2.603 0.162 -1.675 0.06
C 1.104 2.110 -0.383 -0.13
H -1.215 -0.434 1.594 0.08
H 0.221 1.727 0.063 0.04
H -2.328 -1.414 0.738 -0.01
C -2.023 -1.238 1.656 -0.14
H 1.607 2.355 -2.609 0.07
C 1.621 0.347 -2.057 -0.13
H -2.083 -2.554 3.011 0.02
H -1.601 -3.321 1.546 0.05
H 1.441 -0.045 -3.101 0.09
H 1.015 -0.366 -1.639 0.02
H -0.338 -2.484 2.521 0.07
H 1.220 3.176 -0.138 0.07
H 0.010 2.005 -2.316 0.12
H -2.869 -0.908 2.296 0.07
```


# 8
ORCA calculation (ωB97M-V with the def2-TZVPD basis set) on a cluster of 2 separate species, C5H14 in total in a non-equilibrium geometry.

## Properties
HOMO energy, eV: -10.85
SMILES: CCC.CC
LUMO level, eV: 1.15
Energy relative to the best compared isomer or geometry (same formula, charge and spin), kJ/mol: 174.6
E, eV: -5410.2402

The geometry in XYZ format:
```
19
Properties=species:S:1:pos:R:3:lowdin_charge:R:1
C 1.577 0.657 0.868 -0.15
H 2.903 -1.048 0.547 0.13
H -1.351 -0.895 -0.420 0.00
H 3.172 0.401 -0.599 0.08
C 2.399 -0.172 -0.100 -0.30
H 0.785 1.212 0.206 0.10
H -2.928 -1.379 0.203 0.05
C -2.654 0.787 0.052 -0.18
H -1.910 -0.669 1.418 0.10
C 1.421 -0.834 -1.178 -0.11
H -3.664 1.031 0.247 0.02
H 1.998 -1.602 -1.642 0.04
H 2.014 1.642 1.231 0.09
H -2.297 1.220 -0.904 0.05
C -2.114 -0.662 0.267 -0.17
H -2.052 1.506 0.876 0.11
H 0.416 -1.219 -0.745 0.07
H 1.166 0.124 1.592 0.01
H 1.119 -0.101 -1.917 0.06
```


# 9
ORCA calculation (ωB97M-V with the def2-TZVPD basis set) on a cluster of 2 separate species, C5H14 in total in a non-equilibrium geometry.

## Properties
HOMO energy, eV: -11.38
SMILES: CCC.CC
LUMO level, eV: 1.10
Energy relative to the best compared isomer or geometry (same formula, charge and spin), kJ/mol: 41.5
E, eV: -5411.6200

The geometry in XYZ format:
```
19
Properties=species:S:1:pos:R:3:lowdin_charge:R:1
C 2.139 -0.934 1.970 -0.18
H 0.712 -2.346 1.215 0.06
H -3.326 1.881 -0.262 0.07
H 1.909 -1.917 0.009 0.06
C -2.249 1.825 -0.416 -0.14
H -1.765 2.774 -0.638 0.07
C 1.762 -2.081 1.081 -0.19
H 3.195 -0.711 2.114 0.06
C -1.870 0.792 -1.447 -0.32
H 1.840 -1.139 3.006 0.07
H 0.179 1.345 -0.904 0.06
H 2.311 -3.014 1.236 0.06
H 1.649 -0.038 1.614 0.05
H -2.229 1.068 -2.441 0.10
C -0.339 0.667 -1.596 -0.12
H 0.000 0.843 -2.615 0.06
H -1.864 1.455 0.544 0.07
H -2.212 -0.198 -1.135 0.10
H 0.155 -0.274 -1.334 0.05
```


# 10
ORCA calculation (ωB97M-V with the def2-TZVPD basis set) on a cluster of 2 separate species, C5H14 in total.

## Properties
HOMO energy, eV: -11.43
SMILES: CCC.CC
LUMO level, eV: 1.17
Energy relative to the best compared isomer or geometry (same formula, charge and spin), kJ/mol: 18.5
E, eV: -5411.8575

The geometry in XYZ format:
```
19
Properties=species:S:1:pos:R:3:lowdin_charge:R:1
C -0.172 1.110 -1.050 -0.31
C 0.649 -0.018 -1.695 -0.12
H -0.084 2.900 -2.291 0.07
H 1.673 0.308 -1.886 0.07
H 0.212 -0.261 -2.662 0.06
C -0.276 -1.494 1.728 -0.17
C 0.532 -1.522 3.023 -0.16
H -1.719 2.465 -1.789 0.06
H 0.480 1.632 -0.347 0.10
C -0.761 2.065 -2.117 -0.11
H 0.660 -0.940 -1.115 0.05
H -1.326 -1.737 1.878 0.07
H 0.140 -2.182 0.987 0.06
H -0.980 0.676 -0.460 0.08
H 1.554 -1.204 2.809 0.06
H 0.107 -0.849 3.762 0.06
H 0.617 -2.540 3.403 0.06
H -0.195 -0.521 1.245 0.03
H -0.908 1.508 -3.035 0.06
```


# 11
ORCA calculation (ωB97M-V with the def2-TZVPD basis set) on a cluster of 2 separate species, C5H14 in total in a non-equilibrium geometry.

## Properties
HOMO energy, eV: -11.09
SMILES: CCC.CC
LUMO level, eV: 1.07
Energy relative to the best compared isomer or geometry (same formula, charge and spin), kJ/mol: 51.7
E, eV: -5411.5143

The geometry in XYZ format:
```
19
Properties=species:S:1:pos:R:3:lowdin_charge:R:1
H 0.216 -1.237 -1.481 0.06
H -2.431 -0.041 -2.475 0.09
H -1.366 0.908 -1.660 0.09
C 1.223 1.037 2.221 -0.18
H -0.727 -1.631 -3.043 0.07
H 2.928 -0.365 2.455 0.06
H 2.873 0.571 0.974 0.06
C -1.619 -0.157 -1.760 -0.33
H 0.329 -0.195 -2.754 0.07
H -2.646 0.205 0.030 0.07
C 2.672 0.604 2.048 -0.17
C -2.075 -0.627 -0.367 -0.11
H -2.591 -1.587 -0.457 0.07
H 1.050 1.957 1.673 0.06
H 3.349 1.407 2.359 0.06
H 0.466 0.304 1.927 0.05
C -0.395 -0.899 -2.315 -0.12
H -1.153 -0.820 0.174 0.05
H 0.962 1.267 3.255 0.06
```


# 12
ORCA calculation (ωB97M-V with the def2-TZVPD basis set) on a cluster of 2 separate species, C5H14 in total in a non-equilibrium geometry.

## Properties
HOMO energy, eV: -10.72
SMILES: CCC.CC
LUMO level, eV: 1.09
Energy relative to the best compared isomer or geometry (same formula, charge and spin), kJ/mol: 85.4
E, eV: -5411.1640

The geometry in XYZ format:
```
19
Properties=species:S:1:pos:R:3:lowdin_charge:R:1
H 0.719 -0.524 -2.919 0.05
H 1.134 2.540 0.627 0.07
H -0.999 1.659 2.739 0.06
H 0.008 -3.062 -0.158 0.08
H -1.524 -2.314 -0.535 0.06
C 0.498 -1.447 -2.417 -0.13
C 0.180 -1.059 -0.948 -0.35
H 1.256 -0.859 -0.627 0.11
C -0.543 -2.110 -0.126 -0.12
H 0.967 2.825 2.370 0.06
H -0.133 -0.006 -0.874 0.09
C -0.534 1.579 1.755 -0.20
C 0.403 2.748 1.434 -0.16
H 1.282 -2.197 -2.528 0.07
H -0.493 -1.703 -2.848 0.07
H -0.683 -1.657 0.857 0.06
H -0.253 3.600 1.244 0.06
H -1.417 1.274 1.182 0.06
H 0.134 0.713 1.773 0.05
```


- Which value of energy relative to the best compared isomer or geometry (same formula, charge and spin) does entry 6 give?
  195.1 kJ/mol